No. 1
Molecular formula: C36H40F5N5RuSeSi2
Method: DFT, ωB97M-V/def2-TZVPD

Last column: Löwdin spin population.
Geometry (Å):
Ru (-0.242, 0.279, 0.363)  0.915
C (2.421, -1.351, -0.108)  0.002
N (1.017, -1.690, -0.348)  0.054
C (0.661, -2.815, 0.519)  0.003
C (0.609, -2.389, 1.963)  0.005
C (0.883, -3.291, 2.978)  0.002
C (0.786, -2.869, 4.292)  -0.002
C (0.432, -1.556, 4.546)  0.001
C (0.182, -0.717, 3.477)  0.001
N (0.264, -1.119, 2.203)  0.045
C (0.766, -1.997, -1.756)  0.003
C (0.604, -0.763, -2.604)  0.004
C (1.064, -0.745, -3.910)  0.001
C (0.862, 0.387, -4.682)  0.000
C (0.216, 1.470, -4.114)  0.000
C (-0.207, 1.370, -2.801)  0.001
N (-0.036, 0.277, -2.054)  0.016
C (2.764, 0.038, -0.547)  0.001
C (3.997, 0.333, -1.098)  0.000
C (4.318, 1.658, -1.353)  -0.001
C (3.390, 2.636, -1.047)  0.000
C (2.172, 2.255, -0.510)  0.002
N (1.853, 0.982, -0.273)  0.006
H (3.087, -2.089, -0.573)  0.001
H (2.592, -1.392, 0.965)  0.000
H (1.350, -3.660, 0.390)  0.001
H (-0.323, -3.167, 0.244)  0.000
H (1.170, -4.304, 2.735)  0.000
H (0.992, -3.554, 5.104)  0.000
H (0.352, -1.178, 5.555)  0.000
H (-0.101, 0.316, 3.625)  0.000
H (-0.162, -2.563, -1.819)  0.000
H (1.558, -2.637, -2.167)  0.001
H (1.579, -1.607, -4.310)  0.000
H (1.214, 0.425, -5.703)  0.000
H (0.047, 2.383, -4.665)  0.000
H (-0.686, 2.203, -2.320)  0.000
H (4.699, -0.462, -1.305)  0.000
H (5.279, 1.918, -1.774)  0.000
H (3.596, 3.683, -1.213)  0.000
H (1.427, 2.987, -0.233)  0.001
C (-5.054, 1.445, 1.726)  -0.003
Si (-3.196, 1.391, 1.997)  -0.002
C (-2.916, -0.256, 2.828)  0.002
C (-2.816, 2.811, 3.148)  0.001
C (-2.373, 1.446, 0.248)  -0.058
C (-2.855, 0.247, -0.436)  -0.004
C (-4.050, 0.134, -1.163)  -0.002
C (-4.433, -1.094, -1.644)  0.001
C (-3.617, -2.199, -1.404)  -0.002
C (-2.446, -2.008, -0.713)  0.000
N (-2.062, -0.804, -0.252)  -0.011
Si (-2.519, 3.104, -0.724)  -0.004
C (-2.947, 2.790, -2.532)  0.000
C (-0.982, 4.153, -0.656)  0.001
C (-3.893, 4.181, -0.068)  -0.002
H (-5.525, 1.212, 2.686)  0.000
H (-5.417, 0.715, 1.005)  0.000
H (-5.404, 2.426, 1.430)  0.000
H (-2.694, -0.100, 3.886)  0.000
H (-2.101, -0.833, 2.392)  0.000
H (-3.821, -0.863, 2.762)  0.000
H (-2.060, 2.535, 3.881)  0.000
H (-2.464, 3.713, 2.656)  0.000
H (-3.744, 3.054, 3.670)  0.000
H (-4.668, 1.006, -1.313)  0.000
H (-5.360, -1.202, -2.190)  0.000
H (-3.890, -3.188, -1.741)  0.000
H (-1.806, -2.845, -0.515)  0.000
H (-2.806, 1.764, -2.869)  0.000
H (-2.338, 3.438, -3.166)  0.000
H (-3.989, 3.051, -2.719)  0.000
H (-0.072, 3.578, -0.794)  0.001
H (-0.889, 4.668, 0.300)  0.000
H (-1.045, 4.904, -1.447)  0.000
H (-4.872, 3.728, -0.181)  0.000
H (-3.896, 5.111, -0.643)  0.000
H (-3.753, 4.443, 0.976)  0.000
F (5.026, 3.339, 5.137)  0.000
C (3.946, 3.032, 4.420)  0.000
C (3.888, 1.855, 3.702)  0.000
F (4.919, 1.006, 3.725)  0.000
C (2.757, 1.545, 2.960)  0.000
F (2.807, 0.354, 2.331)  0.000
C (1.649, 2.376, 2.886)  0.003
Se (-0.016, 2.238, 1.910)  0.012
C (1.747, 3.549, 3.634)  0.001
F (0.733, 4.425, 3.639)  0.001
C (2.859, 3.885, 4.385)  0.000
F (2.886, 5.027, 5.073)  0.000

Calculated values
Multiplicity: 2
Expectation value of S²: 0.776
Relative energy (zero: lowest compared OMol25 entry of this formula, charge and spin), eV: 0.180
Kohn-Sham gap (spin up / spin down), eV: 6.836 / 7.127
E, a.u.: -5244.053231
E_LUMO (spin up / spin down), eV: -2.854 / -2.610
Net charge: +1


No. 2
Molecular formula: C4H10N2S
Method: DFT, ωB97M-V/def2-TZVPD

Last column: natural (NBO) charge in e.
Geometry (Å):
C (0.608, -3.014, -1.303)  -0.753
C (-0.697, -0.308, -1.052)  -0.079
C (0.988, 2.084, 0.170)  -0.417
C (-0.969, 1.129, 1.722)  -0.461
H (1.377, -2.561, -0.701)  0.223
H (1.235, -3.780, -2.027)  0.252
H (0.009, -3.826, -0.355)  0.224
H (-1.870, 0.230, -1.164)  0.243
H (0.505, 2.985, 0.725)  0.200
H (2.020, 1.723, 0.612)  0.198
H (1.039, 2.476, -0.798)  0.203
H (-2.297, 1.145, 1.412)  0.203
H (-0.508, 0.098, 2.229)  0.223
H (-0.787, 2.206, 2.309)  0.211
N (0.023, -0.124, 0.040)  -0.346
N (-0.273, 1.167, 0.344)  -0.356
S (-0.403, -1.631, -2.163)  0.231

Calculated values
Relative energy (zero: lowest compared OMol25 entry of this formula, charge and spin), eV: 6.853
Kohn-Sham gap, eV: 8.651
E, a.u.: -665.851102
E_LUMO, eV: 0.362


No. 3
Molecular formula: C4H12
Method: DFT, ωB97M-V/def2-TZVPD

Last column: natural (NBO) charge in e.
Geometry (Å):
C (-0.874, 1.113, -1.581)  -0.607
C (-2.009, 0.657, -0.677)  -0.607
H (-1.141, 1.953, -2.222)  0.202
H (0.028, 1.462, -1.056)  0.199
H (-0.539, 0.325, -2.253)  0.201
H (-2.291, 1.449, 0.012)  0.203
H (-2.868, 0.405, -1.292)  0.203
H (-1.706, -0.228, -0.131)  0.205
C (0.814, -0.996, 1.549)  -0.603
C (2.076, -0.798, 0.693)  -0.602
H (1.076, -1.235, 2.573)  0.202
H (0.243, -0.063, 1.516)  0.201
H (0.206, -1.817, 1.177)  0.200
H (1.787, -0.437, -0.294)  0.201
H (2.637, -1.722, 0.601)  0.201
H (2.712, -0.036, 1.148)  0.200

Calculated values
Relative energy (zero: lowest compared OMol25 entry of this formula, charge and spin), eV: 0.038
Kohn-Sham gap, eV: 12.944
SMILES: CC.CC
E, a.u.: -159.583592
E_LUMO, eV: 1.174


No. 4
Molecular formula: C4H13NS
Method: DFT, ωB97M-V/def2-TZVPD

Last column: Löwdin spin population.
Geometry (Å):
C (-1.222, -2.447, 0.177)  0.078
S (-1.416, -1.474, -1.362)  0.768
C (0.278, -1.115, -1.962)  0.074
H (-2.225, -2.718, 0.452)  -0.002
H (-0.539, -3.280, -0.030)  0.020
H (-0.615, -1.815, 0.838)  0.023
H (0.916, -0.684, -1.198)  0.014
H (0.188, -0.442, -2.805)  -0.001
H (0.746, -2.033, -2.329)  0.022
C (0.131, 2.128, 2.116)  0.001
N (1.048, 2.579, 1.062)  0.002
C (2.294, 1.889, 1.115)  0.000
H (0.478, 1.775, 3.070)  0.000
H (-0.373, 1.229, 1.681)  0.000
H (-0.672, 2.887, 2.196)  0.000
H (0.598, 2.657, 0.161)  0.000
H (2.083, 0.803, 0.829)  0.000
H (3.030, 2.242, 0.409)  0.000
H (2.700, 1.839, 2.139)  0.000

Calculated values
Multiplicity: 2
Expectation value of S²: 0.753
Relative energy (zero: lowest compared OMol25 entry of this formula, charge and spin), eV: 2.042
Kohn-Sham gap (spin up / spin down), eV: 7.630 / 2.491
E, a.u.: -612.770315
E_LUMO (spin up / spin down), eV: -3.486 / -8.606
Net charge: +1


No. 5
Molecular formula: C16H25O13
Method: DFT, ωB97M-V/def2-TZVPD

Last column: natural (NBO) charge in e.
Geometry (Å):
O (0.958, -0.770, 0.572)  -1.361
H (0.912, -0.796, 1.536)  0.408
C (-1.547, 2.552, -0.626)  -0.622
C (-0.271, 1.954, -1.168)  0.046
C (-0.435, 0.681, -2.007)  -0.120
O (0.292, 0.951, -3.202)  -0.497
C (0.738, 2.224, -3.193)  0.974
O (1.370, 2.716, -4.078)  -0.593
O (0.370, 2.868, -2.064)  -0.496
H (-2.204, 2.901, -1.424)  0.212
H (-1.306, 3.384, 0.037)  0.214
H (-2.104, 1.811, -0.049)  0.220
H (0.378, 1.693, -0.325)  0.221
H (-1.492, 0.463, -2.187)  0.178
H (-0.032, -0.154, -1.428)  0.251
C (2.456, -1.995, -2.348)  -0.634
C (3.040, -0.642, -2.061)  0.072
C (3.578, -0.408, -0.654)  -0.084
O (4.932, 0.077, -0.910)  -0.510
C (5.183, 0.115, -2.229)  0.975
O (6.234, 0.451, -2.692)  -0.617
O (4.114, -0.288, -2.940)  -0.493
H (1.733, -2.249, -1.571)  0.247
H (3.247, -2.751, -2.253)  0.200
H (1.983, -2.050, -3.325)  0.217
H (2.246, 0.095, -2.194)  0.185
H (3.688, -1.304, -0.049)  0.193
H (3.020, 0.343, -0.113)  0.232
C (-0.898, 1.503, 2.883)  -0.633
C (-1.953, 2.079, 3.803)  0.059
C (-1.448, 3.251, 4.646)  -0.092
O (-2.470, 4.251, 4.520)  -0.493
C (-3.316, 3.906, 3.528)  0.972
O (-4.219, 4.570, 3.137)  -0.581
O (-3.000, 2.692, 3.032)  -0.489
H (-0.181, 2.274, 2.592)  0.211
H (-1.273, 1.155, 1.920)  0.252
H (-0.401, 0.665, 3.366)  0.226
H (-2.346, 1.264, 4.409)  0.183
H (-0.453, 3.601, 4.379)  0.192
H (-1.432, 3.003, 5.711)  0.190
C (-0.027, -4.454, -0.284)  -0.635
C (-1.268, -3.767, 0.197)  0.073
C (-1.445, -2.324, -0.314)  -0.102
O (-2.713, -2.326, -0.972)  -0.500
C (-3.198, -3.573, -1.056)  0.975
O (-4.188, -3.886, -1.638)  -0.606
O (-2.426, -4.440, -0.371)  -0.508
H (-0.114, -5.529, -0.152)  0.216
H (0.831, -4.023, 0.244)  0.243
H (0.197, -4.217, -1.327)  0.212
H (-1.387, -3.836, 1.278)  0.180
H (-0.654, -2.142, -1.041)  0.192
H (-1.299, -1.572, 0.457)  0.244

Calculated values
Relative energy (zero: lowest compared OMol25 entry of this formula, charge and spin), eV: 0.000
Kohn-Sham gap, eV: 7.373
E, a.u.: -1602.910412
E_LUMO, eV: 2.275
Net charge: -1